No. 1
{
  "formula": "C12H33Li4N6O14",
  "method": "wB97M-V/def2-TZVPD",
  "e_homo_ev": [-12.9, -12.9],
  "multiplicity": 2,
  "e_lumo_ev": [-6.59, -7.24],
  "gap_ev": [6.32, 5.66],
  "s2": 0.754,
  "charge": 2,
  "fmax_ev_per_a": 11.31,
  "species": ["Li", "Li", "Li", "Li", "C", "C", "C", "O", "C", "C", "C", "O", "O", "O", "H", "H", "C", "C", "C", "O", "H", "H", "H", "H", "H", "H", "H", "C", "O", "N", "N", "H", "H", "H", "H", "C", "O", "N", "N", "H", "H", "H", "H", "C", "O", "N", "N", "H", "H", "H", "H", "O", "H", "H", "O", "H", "H", "O", "H", "H", "O", "H", "H", "O", "H", "H", "O", "H", "H"],
  "coordinates": [[-1.5680, -4.2370, -2.3969], [2.4213, -0.4164, 3.6033], [-2.7485, -1.3694, -2.6554], [3.0269, -3.6596, 1.8667], [-0.5857, 0.2780, 0.8398], [0.1713, -0.3178, 1.7927], [0.7132, -1.7152, 1.7383], [1.5788, -2.2330, 2.5688], [0.5132, -2.4262, 0.5915], [-0.4033, -2.0164, -0.4621], [-1.0916, -0.5446, -0.2993], [-2.0568, -0.2974, -1.0614], [-0.6394, -2.7561, -1.5069], [0.3163, 0.3902, 2.9092], [-0.9070, 1.3020, 0.9599], [0.8463, -3.4391, 0.4196], [-0.2565, 0.5684, -4.5164], [-1.4599, -0.1031, -5.0881], [-1.5333, 0.2833, -6.5353], [-1.6499, -1.4466, -4.6637], [0.6750, 0.0772, -4.7977], [-0.4551, 0.4501, -3.4512], [-0.1045, 1.6149, -4.7806], [-2.3199, 0.4219, -4.6723], [-2.3763, -0.2597, -6.9626], [-0.7130, -0.0681, -7.1611], [-1.5483, 1.3626, -6.6867], [-5.7475, 1.2406, 0.2321], [-6.1516, 0.2713, -0.3197], [-4.5522, 1.7591, 0.0245], [-6.4825, 1.7517, 1.1784], [-4.2321, 2.5405, 0.5786], [-4.2087, 1.5829, -0.9088], [-6.3933, 2.6996, 1.5156], [-7.1784, 1.1299, 1.5646], [0.4929, 3.9987, 5.5072], [-0.4650, 3.9362, 6.2501], [1.5314, 4.5659, 5.8193], [0.6383, 3.4924, 4.3546], [1.9945, 4.9778, 5.0218], [1.5501, 5.0787, 6.6892], [-0.0889, 2.9019, 3.9768], [1.4751, 3.6107, 3.8016], [4.8091, -3.2413, -0.6841], [3.7573, -3.2174, -0.0610], [4.9859, -2.7130, -1.8790], [5.8507, -3.8689, -0.2529], [5.7956, -2.7352, -2.4824], [4.2989, -2.0118, -2.1166], [6.6559, -3.8547, -0.8624], [5.8658, -4.0074, 0.7475], [-1.5361, 1.0414, 4.8965], [-0.6706, 0.7720, 4.5892], [-1.8905, 1.5705, 4.1819], [2.5860, 1.4448, 4.7213], [3.0707, 2.2686, 4.7727], [1.7051, 1.7013, 4.4484], [1.4965, -1.9942, -3.3867], [1.2448, -2.6572, -2.7438], [2.0315, -1.3724, -2.8933], [0.8009, 2.9843, 0.6089], [0.6391, 2.1119, 0.9681], [1.5802, 3.2933, 1.0709], [-0.4660, -5.8152, -1.7976], [0.4389, -5.5411, -1.6488], [-0.3954, -6.7185, -2.1065], [-0.9584, 2.6873, -1.3394], [-1.4954, 2.0380, -0.8852], [-0.2282, 2.8541, -0.7434]],
  "mulliken_spin": [-0.001, 0.000, -0.001, 0.000, 0.001, -0.002, 0.000, 0.000, 0.000, 0.000, 0.001, -0.001, 0.002, 0.000, 0.000, 0.000, 0.083, -0.008, -0.001, 0.877, -0.003, 0.006, -0.005, 0.046, 0.000, 0.002, 0.002, 0.000, 0.000, 0.000, 0.000, 0.000, 0.000, 0.000, 0.000, 0.000, 0.000, 0.000, 0.000, 0.000, 0.000, 0.000, 0.000, 0.000, 0.000, 0.000, 0.000, 0.000, 0.000, 0.000, 0.000, 0.000, 0.000, 0.000, 0.000, 0.000, 0.000, 0.003, -0.002, -0.001, 0.000, 0.000, 0.000, 0.000, 0.000, 0.000, 0.000, 0.000, 0.000]
}



No. 2
{
  "formula": "C2H2F3O2S",
  "method": "wB97M-V/def2-TZVPD",
  "e_homo_ev": -3.7,
  "e_above_lowest_kj_mol": 130.1,
  "e_lumo_ev": 4.10,
  "gap_ev": 7.81,
  "charge": -1,
  "fmax_ev_per_a": 2.84,
  "species": ["C", "C", "O", "O", "F", "F", "F", "S", "H", "H"],
  "coordinates": [[1.0818, -1.7059, 0.1078], [-0.8469, 1.5403, -0.4687], [-0.1143, -2.2670, 0.5120], [-0.3375, 0.1403, 1.6214], [0.3112, 2.2944, -0.4993], [-1.2858, 1.6288, -1.8153], [-1.7160, 2.3805, 0.1532], [-0.4180, -0.4436, 0.3037], [1.7896, -1.4355, 0.8913], [1.5358, -2.1324, -0.8060]],
  "lowdin_charge": [-0.365, -0.609, -0.441, -0.527, -0.032, -0.066, 0.001, 0.930, 0.050, 0.059]
}



No. 3
{
  "formula": "C5H6ClNO",
  "method": "wB97M-V/def2-TZVPD",
  "e_homo_ev": -8.1,
  "e_above_lowest_kj_mol": 339.6,
  "e_lumo_ev": -0.54,
  "gap_ev": 7.52,
  "fmax_ev_per_a": 3.82,
  "species": ["C", "C", "C", "C", "C", "N", "O", "Cl", "H", "H", "H", "H", "H", "H"],
  "coordinates": [[-0.5444, -1.8970, 0.0656], [0.4507, -1.0026, 0.1620], [-1.9254, -1.5944, 0.0588], [0.3259, 0.4693, 0.3010], [-0.9956, 1.0512, -0.2084], [-2.0633, 0.5017, 0.5756], [-2.9794, -2.0715, -0.1127], [-3.6031, 0.8970, -0.0504], [-0.3104, -2.9550, -0.0232], [1.4697, -1.3776, 0.1565], [0.4163, 0.6900, 1.3700], [1.1661, 0.9566, -0.2019], [-0.9867, 2.1438, -0.0745], [-1.0909, 0.8606, -1.2916]],
  "lowdin_charge": [-0.050, -0.041, -0.205, -0.182, -0.398, -0.512, 0.140, 0.548, 0.120, 0.118, 0.131, 0.118, 0.104, 0.108]
}



No. 4
{
  "formula": "C19H31OSiTi",
  "method": "wB97M-V/def2-TZVPD",
  "e_homo_ev": [2.5, 2.5],
  "multiplicity": 2,
  "e_lumo_ev": [4.82, 4.81],
  "gap_ev": [2.34, 2.34],
  "s2": 0.754,
  "charge": -2,
  "fmax_ev_per_a": 4.73,
  "species": ["Ti", "C", "C", "C", "H", "C", "C", "H", "H", "H", "H", "C", "C", "C", "H", "C", "C", "H", "H", "H", "H", "O", "C", "C", "C", "C", "C", "H", "H", "H", "H", "H", "H", "H", "H", "H", "H", "C", "Si", "C", "C", "C", "H", "H", "H", "H", "H", "H", "H", "H", "H", "H", "H"],
  "coordinates": [[0.0422, 0.5650, 0.2657], [1.9135, 1.0468, 1.6008], [2.3884, 0.1880, 0.5471], [2.3257, 0.9144, -0.6839], [2.7741, -0.8242, 0.6692], [1.8139, 2.2153, -0.4030], [1.5712, 2.3082, 1.0068], [1.2866, 3.1957, 1.5544], [1.8883, 0.8106, 2.6625], [2.7179, 0.5851, -1.6429], [1.7203, 3.0187, -1.1366], [-2.1670, 0.8615, 1.0594], [-1.3962, 2.0098, 1.4549], [-1.1144, 2.7708, 0.2639], [-1.1564, 2.2981, 2.4768], [-1.6844, 2.0847, -0.8544], [-2.3151, 0.8979, -0.3613], [-2.9130, 0.2065, -0.9665], [-2.6047, 0.1216, 1.7350], [-0.6448, 3.7452, 0.2131], [-1.7604, 2.4753, -1.8629], [0.0779, -0.4694, -1.1754], [-0.2390, 0.3632, -4.0212], [0.4116, -0.8995, -3.6569], [0.5417, 1.6026, -3.8987], [-1.7107, 0.3835, -3.9604], [0.4750, -1.3975, -2.1654], [1.4475, -0.8839, -3.9944], [-0.1108, -1.7122, -4.1721], [-0.1482, -2.2991, -2.0516], [1.5216, -1.7094, -1.9524], [0.6948, 2.1640, -4.8437], [1.5293, 1.3713, -3.4851], [0.0619, 2.2842, -3.1827], [-2.2231, 0.1999, -4.9227], [-2.0683, 1.3398, -3.5681], [-2.0317, -0.3968, -3.2667], [1.7532, -2.1895, 3.1745], [-0.0661, -1.8279, 2.8168], [-1.0912, -3.3946, 3.0778], [-0.6605, -0.4189, 3.9119], [-0.2222, -1.4217, 1.0296], [1.8427, -2.5316, 4.2146], [2.4011, -1.3133, 3.0437], [2.1307, -2.9889, 2.5201], [-1.0045, -3.7457, 4.1139], [-2.1533, -3.2126, 2.8580], [-0.7453, -4.1983, 2.4100], [-0.1261, 0.5275, 3.7506], [-1.7342, -0.2324, 3.7731], [-0.4996, -0.7293, 4.9555], [0.4730, -2.0815, 0.4720], [-1.2131, -1.6772, 0.5973]],
  "mulliken_spin": [0.849, 0.066, -0.024, -0.001, -0.005, 0.015, 0.016, 0.005, -0.003, -0.008, 0.002, 0.020, 0.029, 0.005, -0.002, 0.033, -0.029, 0.001, 0.000, 0.002, -0.005, -0.080, -0.004, 0.017, 0.009, 0.002, 0.040, 0.004, 0.006, -0.005, 0.003, 0.000, 0.000, 0.000, 0.000, 0.000, 0.000, 0.001, -0.018, -0.001, 0.019, 0.037, -0.001, 0.001, 0.000, 0.001, 0.000, 0.000, -0.001, 0.002, 0.001, 0.001, -0.003]
}



No. 5
{
  "formula": "C37H34BN6O2RuS3",
  "method": "wB97M-V/def2-TZVPD",
  "e_homo_ev": [-6.7, -7.8],
  "e_above_lowest_kj_mol": 0.0,
  "multiplicity": 6,
  "e_lumo_ev": [-0.03, -0.69],
  "gap_ev": [6.63, 7.07],
  "s2": 8.801,
  "fmax_ev_per_a": 0.74,
  "species": ["Ru", "C", "N", "C", "C", "N", "B", "N", "C", "C", "N", "C", "C", "S", "C", "S", "H", "H", "H", "H", "H", "H", "H", "H", "H", "H", "H", "H", "O", "S", "O", "N", "C", "C", "C", "C", "C", "C", "C", "C", "N", "C", "C", "C", "C", "C", "C", "C", "H", "H", "H", "H", "H", "H", "H", "H", "H", "H", "H", "C", "C", "C", "C", "C", "C", "C", "C", "C", "C", "C", "C", "C", "C", "H", "H", "H", "H", "H", "H", "H", "H", "H", "H", "H"],
  "coordinates": [[0.2436, 0.6096, -0.3420], [-0.0145, 3.9781, 2.1341], [1.3048, 3.7775, 1.5631], [2.5034, 3.9277, 2.2312], [3.4766, 3.7156, 1.3180], [2.8842, 3.4490, 0.1058], [3.6711, 3.2825, -1.2230], [3.4989, 1.8488, -1.9040], [3.8568, 1.7249, -3.2264], [3.8207, 0.4163, -3.5616], [3.4330, -0.2612, -2.4291], [3.3577, -1.7076, -2.2929], [3.2309, 0.6311, -1.4349], [2.6718, 0.1438, 0.1374], [1.5537, 3.4788, 0.2720], [0.3641, 3.0877, -0.9123], [0.0368, 3.7702, 3.2015], [-0.7114, 3.2897, 1.6588], [-0.3534, 5.0017, 1.9727], [2.5448, 4.1720, 3.2745], [4.5439, 3.7356, 1.4191], [4.8435, 3.4271, -0.9567], [3.2817, 4.0746, -2.0445], [4.0966, 2.5883, -3.8160], [4.0252, -0.0902, -4.4848], [3.3175, -2.1354, -3.2920], [2.4642, -1.9844, -1.7368], [4.2293, -2.0865, -1.7598], [-1.5965, 0.7623, -2.1132], [-2.6687, 0.4380, -1.1657], [-3.4240, -0.7699, -1.3752], [-1.8795, 0.5083, 0.1928], [-2.3868, 0.3515, 1.4657], [-3.6906, 0.1496, 1.8329], [-4.0431, 0.0532, 3.2012], [-3.1105, 0.1533, 4.1906], [-1.7477, 0.3452, 3.8395], [-0.7040, 0.4397, 4.7888], [0.5838, 0.6096, 4.3740], [0.8443, 0.6872, 2.9885], [-0.0995, 0.6128, 2.0845], [-1.3906, 0.4393, 2.4882], [-3.8326, 1.7595, -1.1567], [-5.1735, 1.5012, -1.3963], [-6.0773, 2.5555, -1.3726], [-5.6387, 3.8426, -1.1083], [-4.2933, 4.0876, -0.8616], [-3.3817, 3.0461, -0.8825], [-4.4572, 0.0539, 1.0769], [-5.0823, -0.1100, 3.4541], [-3.3860, 0.0786, 5.2338], [-0.9437, 0.3674, 5.8430], [1.4012, 0.6797, 5.0768], [1.8542, 0.8388, 2.6238], [-5.4934, 0.4892, -1.5964], [-7.1260, 2.3676, -1.5611], [-6.3471, 4.6604, -1.0871], [-3.9514, 5.0928, -0.6539], [-2.3349, 3.2237, -0.6765], [3.8157, -5.6149, 0.7013], [3.5726, -4.8653, 1.8408], [2.5246, -3.9560, 1.8676], [1.7107, -3.7840, 0.7547], [1.9617, -4.5426, -0.3898], [3.0047, -5.4511, -0.4161], [0.6252, -2.7694, 0.7728], [-0.0440, -2.4218, -0.2975], [-0.6685, -2.7307, -1.5089], [-1.6330, -3.7647, -1.5181], [-2.2839, -4.1036, -2.6841], [-1.9979, -3.4301, -3.8696], [-1.0557, -2.4071, -3.8746], [-0.4033, -2.0525, -2.7123], [4.6303, -6.3251, 0.6796], [4.2066, -4.9831, 2.7092], [2.3421, -3.3632, 2.7549], [1.3344, -4.4116, -1.2616], [3.1885, -6.0301, -1.3114], [0.4967, -2.2087, 1.7039], [-1.8517, -4.2788, -0.5922], [-3.0202, -4.8954, -2.6762], [-2.5131, -3.6946, -4.7818], [-0.8468, -1.8647, -4.7860], [0.3055, -1.2307, -2.7242]],
  "mulliken_spin": [3.400, 0.010, 0.008, 0.008, -0.001, -0.001, 0.020, -0.001, -0.002, 0.010, 0.022, 0.009, 0.015, 0.096, 0.004, 0.143, 0.001, -0.005, -0.002, 0.001, 0.001, 0.001, 0.002, 0.001, 0.001, 0.001, -0.001, -0.001, 0.037, 0.023, 0.007, 0.087, 0.027, 0.015, -0.005, 0.014, -0.006, 0.001, -0.004, -0.025, 0.074, -0.026, 0.002, 0.005, -0.002, 0.004, -0.002, 0.001, 0.001, 0.000, 0.001, 0.000, 0.000, -0.003, 0.000, 0.000, 0.000, 0.000, -0.005, -0.004, 0.005, -0.002, 0.033, 0.014, -0.002, 0.102, 0.461, -0.011, 0.175, -0.081, 0.186, -0.104, 0.182, 0.000, 0.001, -0.001, -0.001, 0.000, 0.029, 0.003, -0.003, 0.014, -0.004, 0.050]
}



No. 6
{
  "formula": "C4H10NO",
  "method": "wB97M-V/def2-TZVPD",
  "e_homo_ev": -15.5,
  "e_above_lowest_kj_mol": 181.9,
  "e_lumo_ev": -4.24,
  "gap_ev": 11.24,
  "charge": 1,
  "fmax_ev_per_a": 5.72,
  "species": ["C", "C", "C", "C", "N", "O", "H", "H", "H", "H", "H", "H", "H", "H", "H", "H"],
  "coordinates": [[-0.0725, 0.9022, 0.0062], [1.9463, -0.2111, -0.4178], [-0.2917, -1.4664, -0.0970], [-1.4245, 1.3224, 0.4267], [0.5422, -0.2143, -0.0355], [-2.3303, 0.2908, 0.5090], [0.6529, 1.7978, -0.2437], [2.2904, -1.1582, 0.0499], [2.5009, 0.6364, -0.1264], [2.1202, -0.3146, -1.4917], [-0.1185, -2.0354, -1.0009], [-1.2742, -1.4076, 0.2128], [0.2745, -2.0924, 0.6683], [-1.0521, 1.8196, 1.3232], [-1.8081, 2.0759, -0.2736], [-3.0219, 0.6159, 1.1419]],
  "lowdin_charge": [0.008, 0.009, 0.053, -0.214, -0.121, -0.030, 0.199, 0.120, 0.090, 0.120, 0.113, 0.058, 0.131, 0.155, 0.156, 0.153]
}